Record 1
An isolated ion of composition C6H6N and charge +1 at a distorted geometry, computed with ωB97M-V/def2-TZVPD.

Calculated values
Expectation value of S²: 2.043
Energy relative to the best compared isomer or geometry (same formula, charge and spin) in kcal per mole: 72.8
Kohn-Sham gap (spin up / spin down) in eV: 7.4 / 7.6
HOMO level (spin up / spin down) in hartree: -0.452 / -0.563
Net charge: +1
E_LUMO (spin up / spin down) in eV: -4.87 / -7.69
2S+1: 3

Last column: Mulliken spin population.
Geometry (Å):
N1 0.268346 0.053892 0.199002  0.3435
C1 0.568242 0.670415 -2.035096  0.7639
C2 -0.625146 -0.997633 0.499327  -0.0056
C3 0.883790 0.781644 -0.685716  0.1550
C4 0.510898 -0.363324 -3.497129  0.6526
C5 0.121644 -0.165905 1.632752  -0.0254
C6 0.147409 0.970631 -3.317516  -0.0025
H1 -1.613297 -0.748926 0.494068  0.0114
H2 1.736031 1.477647 -0.515749  0.0319
H3 -0.360399 -1.950116 0.202449  0.0101
H4 -0.503684 0.555300 2.249978  0.0128
H5 -0.379616 1.811638 -3.772852  0.0413
H6 0.869073 -0.652061 2.097855  0.0109

Forces on the atoms, in the same order (eV/Å):
N 0.8 0.8 1.6
C 0.0 -0.8 -0.5
C 1.7 2.1 2.0
C 0.4 0.5 -1.7
C -1.2 3.1 1.6
C -3.4 0.6 -2.4
C 0.9 -2.5 -1.0
H -2.7 0.6 -0.6
H -1.1 -0.2 0.9
H 0.7 -1.9 -0.3
H 0.9 -0.8 -1.2
H 0.4 0.0 0.2
H 2.7 -1.3 1.5

=====

Record 2
CN2O6S as an isolated structure at a distorted geometry, computed with ωB97M-V/def2-TZVPD.

Calculated values
Energy relative to the best compared isomer or geometry (same formula, charge and spin) in kcal per mole: 45.1
Kohn-Sham gap in eV: 6.6
HOMO level in hartree: 0.003
Net charge: -2
E_LUMO in eV: 6.70

Last column: natural (NBO) charge in e.
Geometry (Å):
S1 0.479260 0.818692 0.930654  1.8512
O1 1.309681 0.308996 2.050880  -1.0364
O2 -0.479246 -1.051969 -0.566455  -0.4649
O3 -1.808747 -0.857692 1.173773  -0.5504
O4 1.223322 -1.164386 -2.034566  -0.7349
O5 -1.909098 0.637731 -0.408154  -0.5326
O6 0.328108 2.287306 1.011349  -1.0333
N1 -1.321934 -0.251001 0.211864  0.5912
N2 1.316564 0.488854 -0.480137  -0.9050
C1 0.813265 -0.514638 -1.083035  0.8152

Forces on the atoms, in the same order (eV/Å):
S 1.4 1.2 0.5
O -0.3 -0.2 -0.1
O 0.5 -1.3 -1.0
O -0.5 -0.5 0.2
O -0.2 -0.3 -0.2
O -0.5 0.3 -0.5
O -0.2 -0.1 -0.1
N 0.4 0.7 0.7
N 0.3 1.3 1.2
C -0.8 -0.9 -0.6

=====

Record 3
A 2-piece molecular cluster, C5H8N2 overall at a distorted geometry, computed with ωB97M-V/def2-TZVPD.

Calculated values
Energy relative to the best compared isomer or geometry (same formula, charge and spin) in kcal per mole: 143.7
Kohn-Sham gap in eV: 8.6
HOMO level in hartree: -0.308
Net charge: 0
E_LUMO in eV: 0.26

Last column: natural (NBO) charge in e.
Geometry (Å):
N1 1.129237 -0.380820 -0.504406  -0.2776
N2 -0.013109 2.703217 0.946197  -0.3026
C1 0.078590 -0.128687 -1.278793  0.0044
C2 -1.573291 -0.470919 0.342956  -0.8515
C3 0.361558 1.939313 0.162139  0.2554
C4 0.899225 1.021896 -0.843659  -0.2055
C5 1.091985 -0.962590 0.747646  -0.3690
H1 1.788961 -0.538567 1.469145  0.2100
H2 -1.946147 -0.525156 1.375147  0.2222
H3 -0.335160 -0.654472 0.786021  0.2168
H4 -1.965360 -1.335878 -0.196321  0.2094
H5 1.083890 -2.052367 0.719950  0.2097
H6 -0.299285 -0.535102 -2.205944  0.2288
H7 1.688414 1.474438 -1.443883  0.2310
H8 -1.989512 0.445694 -0.076192  0.2186

Forces on the atoms, in the same order (eV/Å):
N -0.2 -0.1 0.0
N 0.4 -0.7 -0.8
C 0.2 -0.1 -0.1
C -0.2 0.0 0.0
C -0.3 0.6 0.7
C 0.1 0.3 0.0
C 0.2 -0.1 0.0
H -0.1 0.0 -0.1
H 0.1 0.0 -0.1
H -0.1 0.0 0.0
H 0.1 0.1 0.0
H 0.0 0.1 0.0
H 0.0 0.0 0.1
H -0.1 -0.1 0.1
H 0.1 -0.1 0.0

=====

Record 4
A 2-piece molecular cluster, C22H21F3N2 overall at a distorted geometry, computed with ωB97M-V/def2-TZVPD.

Calculated values
Energy relative to the best compared isomer or geometry (same formula, charge and spin) in kcal per mole: 8.3
Kohn-Sham gap in eV: 5.4
HOMO level in hartree: -0.238
Net charge: 0
E_LUMO in eV: -1.06

Last column: natural (NBO) charge in e.
Geometry (Å):
F1 -2.316095 -1.011037 2.256249  -0.3315
F2 -0.616596 -0.338027 3.477686  -0.3338
F3 -1.230827 -2.456313 3.515936  -0.3374
N1 1.791660 -3.422591 -3.777557  -0.4523
N2 4.501642 -5.898677 -4.622163  -0.3555
C1 -0.126720 -1.677429 1.562440  -0.2081
C2 2.141128 -1.885754 0.794549  -0.2594
C3 2.561220 -3.121955 -1.342874  -0.5241
C4 3.238412 -5.608940 -1.175683  -0.0221
C5 3.357358 -6.520259 2.487993  -0.2269
C6 1.239901 -1.488403 1.768570  -0.1627
C7 2.899505 -6.396230 1.181459  -0.1187
C8 5.295015 -5.861207 -6.861974  -0.4134
C9 4.972100 -5.285250 0.567464  -0.1834
C10 6.476207 -6.116538 -5.916821  -0.4106
C11 2.120395 -3.309785 -2.651763  0.2881
C12 3.695163 -5.766802 0.194687  -0.1249
C13 -1.070409 -1.365655 2.692937  0.9816
C14 5.418015 -5.398124 1.883251  -0.2118
C15 1.681546 -2.519678 -0.402355  0.0899
C16 4.612215 -6.011202 2.852070  -0.1980
C17 4.029809 -5.958691 -6.005280  -0.2140
C18 0.272325 -2.582436 -0.621737  -0.2600
C19 -0.620765 -2.202801 0.368590  -0.1623
C20 3.682155 -5.914140 -3.583094  0.1973
C21 5.951282 -5.934231 -4.485927  -0.2243
C22 4.109641 -5.709522 -2.256826  -0.4086
H1 1.588320 -1.050593 2.702269  0.2265
H2 3.213917 -1.712014 0.935944  0.2119
H3 6.345615 -5.010892 -4.031352  0.2060
H4 -0.110655 -2.959372 -1.576768  0.2237
H5 3.520107 -6.920507 -6.172206  0.1960
H6 6.265763 -6.767235 -3.840331  0.2089
H7 3.637827 -3.072113 -1.161270  0.2363
H8 5.253629 -6.582571 -7.676297  0.2236
H9 7.320481 -5.456714 -6.112693  0.2248
H10 5.603913 -4.819937 -0.196168  0.2082
H11 2.741021 -7.014816 3.239872  0.2203
H12 2.165389 -5.738589 -1.359829  0.2290
H13 4.954722 -6.072087 3.884409  0.2187
H14 3.301142 -5.156826 -6.200470  0.2323
H15 6.825165 -7.146790 -6.028143  0.2112
H16 2.623705 -6.137856 -3.783991  0.2281
H17 6.398400 -5.002583 2.150571  0.2170
H18 1.935190 -6.819636 0.887948  0.2087
H19 5.358754 -4.861904 -7.299613  0.2173
H20 5.191411 -5.637404 -2.101944  0.2119
H21 -1.691859 -2.328525 0.224121  0.2266

Forces on the atoms, in the same order (eV/Å):
F 0.8 -0.3 0.4
F -0.4 -0.8 -0.4
F -0.1 0.9 -0.4
N 0.5 -0.3 1.8
N -0.1 -0.2 0.2
C -0.3 0.2 0.5
C -0.1 -0.4 -0.6
C 1.1 -0.5 0.0
C -0.7 -0.2 -0.7
C 0.4 0.1 0.1
C 0.0 -0.2 -0.2
C 0.2 0.2 -0.6
C -0.2 0.5 0.0
C -0.3 -0.2 0.1
C 0.1 -0.5 0.1
C -0.1 0.2 -2.2
C 0.5 0.4 1.1
C -0.1 0.1 0.1
C -0.2 -0.1 -0.1
C -1.1 0.4 1.0
C -0.2 0.1 -0.4
C -0.4 -0.5 -0.1
C 0.2 0.0 0.3
C 0.4 0.0 -0.1
C -0.3 0.3 0.9
C 0.4 0.4 -0.1
C 0.2 -0.3 -0.7
H -0.1 0.0 -0.3
H -0.4 -0.2 0.0
H -0.3 -0.1 -0.1
H 0.2 0.0 0.4
H 0.1 0.2 0.0
H -0.2 0.2 -0.1
H -0.4 0.2 -0.3
H 0.1 0.1 0.0
H -0.1 -0.1 0.0
H -0.2 -0.1 0.4
H 0.1 0.1 -0.2
H 0.4 -0.1 0.1
H -0.1 -0.1 -0.3
H 0.3 -0.2 0.2
H 0.0 0.1 -0.1
H 0.5 0.5 0.0
H -0.3 -0.1 0.0
H 0.2 0.2 0.2
H 0.0 -0.1 0.0
H -0.5 0.0 0.1
H 0.2 0.1 0.0